[1]
A 13-piece molecular cluster, C6H35NO12 overall at a distorted geometry. Source: the Open Molecules 2025 dataset; level of theory: ωB97M-V with the def2-TZVPD basis set.

```
! wB97M-V def2-TZVPD RIJCOSX def2/J DEFGRID3
* xyz 0 1
C -2.1657 2.2253 -0.7953
N -0.6312 1.3023 1.7911
C -0.1980 1.0659 0.4448
C -0.7809 1.5978 -0.6441
C 2.1642 -1.7519 -0.6008
C 1.0115 -0.8150 -0.5283
C 0.9133 0.1323 0.4399
H -2.7016 1.9079 0.0931
H -2.3387 2.3118 -1.8688
H -2.1567 3.2359 -0.6001
H 0.0229 0.8828 2.4447
H -1.6154 0.8309 1.9363
H -0.2822 1.4113 -1.6500
H 2.6523 -1.9961 0.2974
H 2.8432 -1.2412 -1.2966
H 1.8964 -2.6629 -1.1830
H 0.3423 -0.7056 -1.3378
H 1.5449 0.1319 1.3804
H 2.0187 1.9899 -2.1366
H 3.3473 1.8576 -2.9334
O 2.5311 1.4058 -2.6354
H 1.0899 -1.8547 -4.1440
H 1.8156 -0.7101 -3.2368
O 1.2617 -1.5414 -3.2956
H -2.8665 -1.1646 -3.2827
H -3.2220 -1.8919 -2.1603
O -3.6262 -1.1932 -2.6903
H 2.6891 -1.1724 1.5775
H 4.2120 -1.1944 1.6670
O 3.4422 -1.5379 2.1564
H -2.2080 -2.8366 3.0818
H -2.0949 -1.3755 2.5272
O -1.7199 -2.1987 2.4674
H 1.9476 4.1036 1.8567
H 1.4685 2.6154 1.8562
O 1.8678 3.3132 1.4167
H -4.0816 0.2976 3.0238
H -3.5674 0.2423 1.5877
O -3.2219 0.1824 2.5651
H 2.6707 3.5298 -0.7859
H 3.8566 2.4620 -0.6939
O 3.3975 3.1838 -1.2189
H -4.6198 -0.7234 0.0321
H -3.7564 0.1977 -0.7346
O -4.2495 0.2099 0.0640
H 2.8305 0.6341 3.1995
H 2.1869 0.3746 4.5602
O 1.8991 0.5892 3.6994
H -1.6236 -2.5510 0.5675
H -0.7187 -3.6978 0.5124
O -0.8934 -2.8936 0.1080
H -0.3159 -1.9852 -2.8907
H -1.0669 -2.3609 -1.5456
O -1.2008 -2.1690 -2.4650
*
```

Output
**Calculated total energy**: -1207.09111 Ha
**Energy above the lowest of the compared OMol25 structures with the same formula, charge and spin**: 6.982 eV
**Frontier orbital gap**: 7.7241 eV

***

[2]
A 2-piece molecular cluster, C2H9NO overall at a distorted geometry. Source: the Open Molecules 2025 dataset; level of theory: ωB97M-V with the def2-TZVPD basis set.

```
! wB97M-V def2-TZVPD RIJCOSX def2/J DEFGRID3
* xyz 0 1
C 0.1534 -0.9882 -1.0231
N -0.7044 -0.5506 0.0517
C -1.8303 0.3600 -0.1587
H 0.6312 -0.0906 -1.4393
H -0.4789 -1.4993 -1.7677
H 0.9118 -1.6809 -0.6475
H -0.1552 -0.1924 0.8206
H -2.2079 0.6973 0.8016
H -1.4721 1.1953 -0.8147
H -2.5838 -0.2103 -0.7042
O 2.4926 1.1942 1.2560
H 2.6009 0.2656 1.4644
H 2.6427 1.5001 2.1610
*
```

Output
**Calculated total energy**: -211.55757 Ha
**Energy above the lowest of the compared OMol25 structures with the same formula, charge and spin**: 0.749 eV
**SMILES**: CNC.O
**Frontier orbital gap**: 8.9474 eV

***

[3]
One molecule with the formula C6H10O. Source: the Open Molecules 2025 dataset; level of theory: ωB97M-V with the def2-TZVPD basis set.

```
! wB97M-V def2-TZVPD RIJCOSX def2/J DEFGRID3
* xyz 0 1
C 0.6890 0.4060 1.9109
C -0.4397 -0.0036 0.9964
O -1.4268 1.0362 0.7191
C -1.5845 0.6998 -0.5628
C 0.4933 0.9676 -1.2101
C -0.3154 -0.1724 -0.5332
C -0.2783 -1.5631 -1.1397
H 1.3525 -0.4532 2.0469
H 1.2625 1.2429 1.5069
H 0.2991 0.6945 2.8934
H -0.9910 -0.8459 1.4328
H -0.2368 1.7618 -1.3346
H 0.7854 0.6946 -2.2237
H 1.3388 1.3465 -0.6361
H 0.6448 -2.1097 -0.9047
H -1.1250 -2.1571 -0.7732
H -0.3642 -1.4987 -2.2281
*
```

Output
**Calculated total energy**: -309.72603 Ha
**Energy above the lowest of the compared OMol25 structures with the same formula, charge and spin**: 3.166 eV
**Frontier orbital gap**: 9.3900 eV

***

[4]
C41H43Cl3NO2ReSiTe as an isolated structure at a distorted geometry. Source: the Open Molecules 2025 dataset; level of theory: ωB97M-V with the def2-TZVPD basis set.

```
! wB97M-V def2-TZVPD RIJCOSX def2/J DEFGRID3
* xyz -2 3
Re -0.3024 -0.0800 0.2172
Cl 5.4648 -0.0691 4.4579
C 4.4018 -0.1466 3.0692
C 3.0400 -0.3279 3.2594
C 2.2369 -0.3966 2.1442
Cl 0.5220 -0.6601 2.2701
C 2.6945 -0.2849 0.7987
O 1.9056 -0.3535 -0.2018
C 4.0982 -0.0932 0.6981
Cl 4.7840 0.0639 -0.8926
C 4.9344 -0.0289 1.7966
H 2.6155 -0.4014 4.2517
H 5.9974 0.1122 1.6598
C -1.5191 -3.2662 1.5199
Si -1.3702 -2.2093 -0.1137
C -3.1606 -2.4507 -0.7995
C -0.3816 -3.5143 -1.1465
H -2.0006 -4.2278 1.3071
H -2.1100 -2.7598 2.2899
H -0.5343 -3.4833 1.9461
H -3.6117 -3.3458 -0.3612
H -3.1376 -2.5850 -1.8827
H -3.8035 -1.5959 -0.5752
H -0.8220 -4.5115 -1.0283
H 0.6633 -3.5636 -0.8252
H -0.3843 -3.2684 -2.2089
C 4.2929 0.5386 -9.1036
C 3.4465 0.4791 -7.8572
C 2.0750 0.6810 -7.9095
C 1.2770 0.6214 -6.7694
C -0.1946 0.9016 -6.9342
C 1.8472 0.3161 -5.5152
Te 0.6108 0.4277 -3.6584
N -0.6753 1.0772 -1.3946
C -1.4309 2.1006 -1.2222
O -2.0295 2.2730 -0.0128
C -1.8625 3.1083 -2.1956
C -3.1588 3.6369 -2.1078
C -3.6374 4.5261 -3.0533
C -2.8318 4.9216 -4.1152
C -1.5280 4.4490 -4.1815
C -1.0396 3.5732 -3.2260
C -0.6180 -1.1599 -4.3795
C -0.0318 -2.3617 -4.7998
C 1.4295 -2.6641 -4.6018
C -0.8283 -3.3500 -5.3756
C -2.1945 -3.1930 -5.5229
C -3.0550 -4.2691 -6.1327
C -2.7699 -2.0209 -5.0511
C -2.0133 -1.0070 -4.4770
C -2.7210 0.1992 -3.9377
C 3.2386 0.1384 -5.4626
C 3.9556 -0.1717 -4.1680
C 4.0103 0.2093 -6.6204
H 3.7025 0.8817 -9.9541
H 4.6988 -0.4465 -9.3467
H 5.1346 1.2229 -8.9760
H 1.6125 0.9124 -8.8656
H -0.4020 1.3278 -7.9178
H -0.5326 1.5939 -6.1606
H -0.7760 -0.0141 -6.8222
H -3.7838 3.3255 -1.2818
H -4.6518 4.9011 -2.9757
H -3.2114 5.6028 -4.8676
H -0.8793 4.7759 -4.9865
H -0.0103 3.2559 -3.2718
H 1.7785 -2.2167 -3.6700
H 2.0326 -2.2550 -5.4147
H 1.5872 -3.7434 -4.5622
H -0.3607 -4.2767 -5.6955
H -2.4534 -5.1261 -6.4365
H -3.5843 -3.8865 -7.0085
H -3.8049 -4.6102 -5.4157
H -3.8465 -1.8970 -5.1219
H -3.7711 0.2061 -4.2340
H -2.2474 1.1219 -4.2800
H -2.6576 0.1871 -2.8486
H 3.2738 -0.1200 -3.3225
H 4.7709 0.5351 -3.9977
H 4.3844 -1.1766 -4.2018
H 5.0849 0.0554 -6.5491
C -1.6995 1.2478 0.8725
C -2.1250 1.5398 2.2151
C -2.3235 0.5024 3.1556
C -2.6354 0.7694 4.4732
C -2.7851 2.0796 4.9244
C -2.6288 3.1175 4.0075
C -2.3228 2.8613 2.6856
H -2.2534 -0.5207 2.8070
H -2.7674 -0.0508 5.1719
H -3.0270 2.2848 5.9609
H -2.7370 4.1436 4.3467
H -2.1961 3.6804 1.9888
*
```

Output
**Calculated total energy**: -3809.74040 Ha
**Expectation value of S²**: 2.018
**Frontier orbital gap (alpha / beta)**: 3.5430 / 4.5927 eV

***

[5]
A 3-piece molecular cluster, C15H37BClN5OPS overall at a distorted geometry. Source: the Open Molecules 2025 dataset; level of theory: ωB97M-V with the def2-TZVPD basis set.

```
! wB97M-V def2-TZVPD RIJCOSX def2/J DEFGRID3
* xyz 1 1
N 1.0430 1.0377 0.9240
B 0.5698 -0.2348 0.5296
O -0.7326 -0.5718 0.5282
N 1.6597 -1.2364 0.1074
C 2.3886 -1.0404 -1.0574
C 3.2937 -2.0463 -1.1299
P 4.5351 -2.1980 -2.4459
S 6.2778 -1.6457 -1.8394
N 3.1015 -2.8379 -0.0379
C 2.1101 -2.3266 0.6955
Cl 1.5365 -2.9572 2.1222
H 0.2936 1.6262 1.2653
H 1.5532 1.4973 0.1807
H -0.9978 -1.2008 -0.1513
H 2.2470 -0.2347 -1.7451
H 4.4378 -3.5400 -2.8465
H 3.9973 -1.4398 -3.4962
H 3.6494 -3.6507 0.1950
C -1.7265 6.0562 1.6182
C -1.2666 5.2319 2.8113
N 0.1348 4.8601 2.7368
C 0.5106 3.8197 3.6754
C 0.4038 4.1134 5.1755
C 1.0706 5.9648 2.6004
C 1.0403 7.0683 3.6636
H -1.4758 5.5560 0.6816
H -2.8081 6.1861 1.6550
H -1.2794 7.0504 1.6090
H -1.8558 4.3108 2.8364
H -1.5076 5.7774 3.7360
H 1.5330 3.5025 3.4492
H -0.1162 2.9451 3.4581
H 1.1797 4.7987 5.5119
H 0.5280 3.1869 5.7397
H -0.5675 4.5296 5.4422
H 0.9016 6.4310 1.6261
H 2.0807 5.5527 2.5385
H 0.0291 7.4322 3.8483
H 1.6321 7.9183 3.3204
H 1.4672 6.7425 4.6105
C -0.4117 -3.8497 -0.9737
C -1.7821 -4.0925 -1.5850
N -1.8806 -3.5757 -2.9329
C -3.2495 -3.4894 -3.4236
C -4.0397 -4.7913 -3.5837
C -0.8955 -4.0838 -3.8738
C -0.8007 -5.6014 -4.0681
H -0.1334 -2.7961 -1.0583
H -0.4249 -4.1196 0.0838
H 0.3649 -4.4467 -1.4557
H -2.5260 -3.5762 -0.9722
H -2.0173 -5.1646 -1.5153
H -3.2394 -2.9576 -4.3773
H -3.8007 -2.8372 -2.7389
H -3.6909 -5.3804 -4.4301
H -5.0892 -4.5582 -3.7669
H -3.9962 -5.4115 -2.6878
H 0.0909 -3.7221 -3.5612
H -1.0695 -3.6069 -4.8399
H -0.7453 -6.1363 -3.1186
H 0.1054 -5.8405 -4.6277
H -1.6400 -5.9968 -4.6354
*
```

Output
**Calculated total energy**: -2167.18745 Ha
**Energy above the lowest of the compared OMol25 structures with the same formula, charge and spin**: 0.000 eV
**Frontier orbital gap**: 6.7834 eV

***

[6]
An isolated ion of composition C6H16N and charge +1 at a distorted geometry. Source: the Open Molecules 2025 dataset; level of theory: ωB97M-V with the def2-TZVPD basis set.

```
! wB97M-V def2-TZVPD RIJCOSX def2/J DEFGRID3
* xyz 1 1
C 2.3605 -0.1125 2.0586
C 0.8797 0.2364 1.8793
C 0.6371 0.6454 0.4073
C 0.5014 -0.5510 -0.5545
C -0.3719 -0.4180 -1.8025
C -1.5499 0.5321 -1.7430
N -2.5559 -0.1260 -0.7219
H 2.6162 -0.1386 3.1197
H 2.9832 0.6732 1.6275
H 2.7260 -1.0530 1.6441
H 0.2028 -0.5862 2.1088
H 0.7227 1.0767 2.5533
H 1.4681 1.2746 0.0901
H -0.2214 1.3195 0.3004
H 0.2462 -1.4548 0.0250
H 1.5175 -0.8864 -0.7938
H -0.6472 -1.4415 -2.0751
H 0.2797 -0.0713 -2.6121
H -1.2604 1.5011 -1.3611
H -2.1576 0.6196 -2.6317
H -2.4926 0.0524 0.2837
H -2.3875 -1.1295 -0.7388
H -3.4966 0.0377 -1.0634
*
```

Output
**Calculated total energy**: -292.69671 Ha
**Energy above the lowest of the compared OMol25 structures with the same formula, charge and spin**: 0.749 eV
**SMILES**: CCCCCC[NH3+]
**Frontier orbital gap**: 10.8796 eV

***

[7]
One molecule with the formula C4H8N2S2. Source: the Open Molecules 2025 dataset; level of theory: ωB97M-V with the def2-TZVPD basis set.

```
! wB97M-V def2-TZVPD RIJCOSX def2/J DEFGRID3
* xyz 0 1
C -0.0787 0.6909 2.8119
N 0.1806 0.0154 1.5534
C 1.2908 -0.9226 1.5265
C -0.6418 0.2572 0.5209
S -2.0280 1.1727 0.6175
C -0.3253 -0.2713 -0.8456
N 0.8860 -0.3267 -1.2419
S 1.1203 -0.8100 -2.8662
H 0.7585 0.4962 3.4935
H -0.1852 1.7718 2.6604
H -0.9939 0.3430 3.2787
H 2.2469 -0.4092 1.3695
H 1.1757 -1.6872 0.7330
H 1.3272 -1.4490 2.5007
H -1.1735 -0.5034 -1.4803
H 2.4316 -0.7114 -2.8382
*
```

Output
**Calculated total energy**: -1063.05815 Ha
**Energy above the lowest of the compared OMol25 structures with the same formula, charge and spin**: 1.022 eV
**SMILES**: CN(C)C(=S)/C=N/S
**Frontier orbital gap**: 8.3539 eV